# C50H104Cl22F12N2O20S4Zn

A structure of composition C50H104Cl22F12N2O20S4Zn (ωB97M-V/def2-TZVPD, the Open Molecules 2025 dataset).

Computed properties:
net charge	0
HOMO-LUMO gap	8.928	eV
highest occupied orbital energy	-9.15	eV
E_tot	-497318.23823	eV
multiplicity	1

Each line ends with the Mulliken charge.
Element x y z (Å)
Zn (-1.008, -1.930, -2.493)  0.9821
C (2.546, -1.028, -0.533)  0.1149
F (3.566, -1.741, -0.083)  -0.0844
F (2.441, 0.074, 0.199)  0.2723
F (2.683, -0.790, -1.820)  0.0414
S (0.893, -1.967, -0.263)  -0.5537
O (0.805, -3.112, -1.136)  -0.2735
O (0.941, -2.198, 1.185)  0.0975
N (-0.319, -0.980, -1.027)  0.3348
S (-0.768, 0.140, 0.104)  -1.0739
O (-2.176, 0.062, 0.479)  -0.0822
O (0.142, 0.384, 1.281)  0.1384
C (-0.730, 1.720, -1.077)  -0.6766
F (-0.946, 2.821, -0.338)  0.2615
F (0.455, 1.839, -1.662)  0.0425
F (-1.671, 1.560, -1.967)  0.3182
C (-2.346, -3.595, -5.982)  0.5838
F (-3.171, -4.086, -5.090)  -0.1726
F (-2.433, -4.406, -7.062)  -0.2167
F (-2.620, -2.348, -6.393)  -0.1825
S (-0.508, -3.590, -5.183)  -0.0426
O (-0.531, -4.659, -4.166)  -0.2477
O (0.462, -3.920, -6.239)  -0.4477
N (-0.395, -2.067, -4.301)  0.0671
S (0.648, -1.183, -5.048)  0.7711
O (0.763, 0.045, -4.289)  -0.3939
O (1.914, -1.846, -5.420)  -0.3433
C (-0.187, -0.468, -6.696)  0.3353
F (0.504, 0.616, -7.127)  -0.1608
F (-0.207, -1.464, -7.645)  -0.1811
F (-1.419, -0.051, -6.364)  -0.1473
C (-3.806, 3.355, 0.034)  -0.4476
O (-3.858, 2.656, -1.188)  0.3980
C (-4.078, 3.345, -2.415)  -0.0255
C (-5.487, 4.047, -2.486)  -1.0620
O (-5.672, 5.096, -1.572)  -0.2776
C (-5.084, 6.284, -1.993)  -0.6614
H (-4.725, 3.560, 0.584)  0.0956
H (-3.292, 4.313, -0.041)  -0.2837
H (-3.303, 2.615, 0.657)  0.3490
H (-3.798, 2.742, -3.280)  0.0809
H (-3.330, 4.134, -2.492)  0.1941
H (-6.117, 3.207, -2.195)  0.2439
H (-5.814, 4.217, -3.512)  0.4689
H (-5.439, 6.557, -2.987)  0.3186
H (-4.000, 6.175, -2.011)  0.1976
H (-5.317, 7.149, -1.372)  0.2734
C (-1.488, 7.213, 7.212)  -0.9314
O (-1.709, 6.191, 6.255)  -0.0780
C (-2.767, 5.337, 6.474)  -0.8959
C (-2.493, 4.175, 5.475)  -0.0398
O (-1.076, 3.781, 5.527)  -0.4755
C (-0.648, 3.001, 4.493)  -0.1318
H (-2.338, 7.874, 7.042)  0.3538
H (-0.538, 7.736, 7.104)  0.2124
H (-1.608, 6.796, 8.212)  0.3365
H (-3.632, 5.854, 6.059)  0.2775
H (-2.938, 4.922, 7.467)  0.5571
H (-2.861, 4.568, 4.528)  -0.1741
H (-3.153, 3.344, 5.724)  0.5314
H (-0.792, 3.288, 3.452)  -0.1358
H (-1.007, 1.979, 4.619)  0.2948
H (0.421, 3.049, 4.697)  0.2305
C (-2.007, -4.893, -1.405)  -1.6520
O (-2.151, -3.484, -1.795)  0.4906
C (-3.535, -3.130, -1.821)  -0.6693
C (-3.734, -1.653, -1.844)  -0.2156
O (-2.796, -1.137, -2.807)  1.2018
C (-3.380, -0.331, -3.788)  -0.7123
H (-2.611, -5.201, -0.552)  0.5416
H (-0.958, -5.126, -1.223)  0.2461
H (-2.404, -5.466, -2.243)  0.1398
H (-4.036, -3.536, -0.942)  0.6182
H (-3.913, -3.672, -2.688)  0.3883
H (-3.652, -1.199, -0.857)  -0.4865
H (-4.771, -1.453, -2.114)  0.6068
H (-2.616, 0.260, -4.292)  -0.3083
H (-4.191, 0.304, -3.433)  0.1604
H (-3.880, -1.026, -4.463)  0.5146
C (-0.720, -3.331, 6.557)  -0.5523
O (-0.657, -4.365, 5.537)  -0.3124
C (0.697, -4.559, 5.187)  0.0061
C (1.435, -5.541, 6.176)  -0.6346
O (0.563, -6.682, 6.322)  -0.2572
C (1.246, -7.932, 6.384)  -0.8238
H (0.044, -3.475, 7.321)  0.3014
H (-1.745, -3.302, 6.927)  0.2437
H (-0.422, -2.366, 6.148)  0.1086
H (1.326, -3.672, 5.126)  0.0738
H (0.736, -4.952, 4.171)  0.3030
H (1.566, -5.136, 7.180)  0.2742
H (2.443, -5.674, 5.784)  0.3879
H (1.397, -8.098, 7.451)  0.3144
H (2.138, -8.079, 5.775)  0.3033
H (0.512, -8.706, 6.158)  0.2529
C (-0.937, -7.338, 1.203)  -0.8517
O (-1.108, -7.408, -0.202)  -0.1297
C (-0.056, -8.102, -0.828)  -0.6530
C (-0.069, -8.105, -2.298)  0.0090
O (-1.091, -8.851, -2.877)  -0.4540
C (-2.340, -8.190, -3.013)  -0.3913
H (-1.013, -8.349, 1.603)  0.4040
H (-1.758, -6.741, 1.601)  0.1903
H (0.073, -7.053, 1.496)  0.3133
H (-0.093, -9.157, -0.555)  0.3595
H (0.944, -7.784, -0.532)  0.2866
H (0.795, -8.722, -2.546)  0.3133
H (0.131, -7.103, -2.678)  0.0580
H (-3.103, -8.946, -3.203)  0.3558
H (-2.272, -7.622, -3.941)  0.1687
H (-2.669, -7.655, -2.122)  0.1273
C (-4.381, 6.867, 2.901)  -1.0226
O (-3.038, 6.386, 2.899)  0.2202
C (-2.013, 7.368, 3.019)  -1.0852
C (-0.637, 6.630, 3.012)  -0.2130
O (-0.145, 6.366, 1.645)  -0.2423
C (-0.961, 5.447, 0.877)  -0.7170
H (-4.480, 7.547, 2.055)  0.3053
H (-4.539, 7.469, 3.796)  0.3354
H (-5.064, 6.019, 2.846)  0.2184
H (-2.078, 7.985, 3.915)  0.4790
H (-2.114, 8.071, 2.193)  0.4613
H (-0.697, 5.717, 3.604)  0.0659
H (0.071, 7.253, 3.559)  0.4505
H (-1.142, 4.578, 1.509)  0.0023
H (-0.464, 5.209, -0.064)  0.4745
H (-1.827, 5.953, 0.451)  0.3040
Cl (-5.583, -0.938, 1.254)  -0.1527
C (-6.471, 0.361, 0.439)  -0.0953
C (-6.930, 1.462, 1.397)  -0.2261
Cl (-7.964, 2.598, 0.537)  -0.1920
H (-7.342, 0.046, -0.136)  0.4757
H (-5.757, 0.736, -0.295)  -0.2880
H (-6.049, 2.031, 1.693)  0.1340
H (-7.500, 0.983, 2.193)  0.3988
Cl (5.103, 1.230, -1.411)  -0.0919
C (3.964, 2.596, -1.244)  0.0780
C (3.471, 3.167, -2.564)  -0.5715
Cl (2.512, 4.671, -2.215)  -0.0003
H (4.400, 3.524, -0.873)  0.1137
H (3.150, 2.396, -0.548)  -0.1415
H (2.820, 2.429, -3.032)  -0.0491
H (4.269, 3.388, -3.273)  0.5922
Cl (4.679, 1.346, 1.920)  -0.1048
C (4.059, 0.894, 3.515)  -0.6475
C (2.811, 0.044, 3.324)  0.9449
Cl (2.482, -0.733, 4.864)  -0.2494
H (3.769, 1.739, 4.139)  0.3156
H (4.856, 0.313, 3.980)  0.4639
H (2.922, -0.711, 2.546)  -0.3534
H (2.006, 0.735, 3.073)  -0.4335
Cl (4.894, -0.757, -6.085)  -0.0028
C (6.506, 0.021, -6.334)  -0.5988
C (7.677, -0.874, -5.887)  -0.4473
Cl (7.811, -0.852, -4.207)  -0.1548
H (6.651, 0.972, -5.821)  0.3103
H (6.462, 0.123, -7.418)  0.2995
H (8.661, -0.539, -6.215)  0.3472
H (7.420, -1.904, -6.133)  0.2745
Cl (5.834, -5.405, -4.562)  -0.2166
C (4.543, -4.319, -4.761)  -0.2573
C (4.558, -3.169, -3.703)  0.2454
Cl (4.566, -3.858, -2.001)  -0.1060
H (3.551, -4.770, -4.776)  0.2544
H (4.666, -4.086, -5.818)  0.2958
H (3.745, -2.446, -3.763)  -0.1926
H (5.524, -2.664, -3.695)  -0.0002
Cl (-1.520, 2.987, -4.839)  -0.1143
C (-0.331, 4.289, -5.106)  -0.0679
C (0.109, 4.375, -6.585)  -0.4094
Cl (1.318, 5.708, -6.967)  -0.2223
H (0.517, 4.190, -4.428)  -0.2067
H (-0.909, 5.158, -4.790)  0.4595
H (-0.766, 4.618, -7.188)  0.3459
H (0.460, 3.494, -7.123)  0.1847
Cl (1.793, 3.597, 2.268)  0.2640
C (2.606, 5.069, 3.002)  -0.4218
C (4.091, 5.300, 2.703)  -0.5604
Cl (4.387, 5.371, 0.977)  -0.1694
H (2.424, 5.187, 4.070)  0.4414
H (1.948, 5.803, 2.536)  -0.1608
H (4.763, 4.561, 3.141)  0.2623
H (4.491, 6.236, 3.093)  0.4263
Cl (3.230, -9.041, -1.231)  -0.1910
C (4.129, -7.566, -1.202)  -0.0221
C (4.722, -7.266, 0.188)  -0.1315
Cl (5.859, -8.595, 0.747)  -0.2284
H (3.515, -6.700, -1.446)  -0.0318
H (4.863, -7.698, -1.997)  0.3894
H (3.939, -7.304, 0.945)  0.2654
H (5.283, -6.332, 0.211)  -0.0041
Cl (-0.007, 10.303, -1.295)  -0.1969
C (0.033, 8.666, -0.724)  0.4143
C (1.278, 8.050, -1.271)  -0.0372
Cl (1.331, 7.964, -3.090)  -0.1855
H (-0.769, 8.123, -1.223)  0.0380
H (-0.032, 8.587, 0.361)  -0.1362
H (1.384, 7.000, -0.998)  -0.2896
H (2.141, 8.561, -0.843)  0.4309
Cl (-2.478, -3.407, 1.591)  0.1298
C (-3.094, -3.166, 3.246)  -0.7484
C (-3.179, -1.749, 3.747)  -0.0965
Cl (-1.519, -0.938, 3.822)  -0.0662
H (-2.559, -3.834, 3.921)  0.1629
H (-4.048, -3.693, 3.212)  0.4340
H (-3.637, -1.610, 4.727)  0.5019
H (-3.753, -1.121, 3.066)  -0.3146
Cl (5.588, -4.485, 3.498)  -0.1601
C (6.892, -3.850, 2.426)  -0.3400
C (6.645, -2.341, 2.184)  0.2007
Cl (7.356, -1.314, 3.449)  -0.2117
H (6.774, -4.424, 1.507)  0.1549
H (7.803, -4.025, 2.997)  0.3793
H (5.595, -2.053, 2.142)  -0.2760
H (7.158, -1.985, 1.291)  0.2747

# C50H105N7O3S

A cluster of 6 separate species, C50H105N7O3S in total (ωB97M-V/def2-TZVPD, the Open Molecules 2025 dataset).

Computed properties:
SMILES	COCCCCCCCCCCc1cnc2c(S(C)(=O)=O)cccc2n1.CCN(CC)CC.CCN(CC)CC.CCN(CC)CC.CCN(CC)CC.CCN(CC)CC
net charge	0
HOMO-LUMO gap	7.724	eV
highest occupied orbital energy	-8.04	eV
E_tot	-80959.63507	eV
multiplicity	1

Each line ends with the Mulliken charge.
Element x y z (Å)
C (2.655, -0.745, 2.703)  -0.8616
O (1.755, 0.134, 2.068)  -0.0861
C (2.226, 0.765, 0.897)  -0.5584
C (1.130, 0.658, -0.173)  1.0585
C (0.956, 1.926, -0.997)  -1.3158
C (0.496, 3.140, -0.179)  -0.9847
C (-0.634, 2.836, 0.798)  -0.2919
C (-1.939, 2.479, 0.095)  -0.8517
C (-2.898, 1.808, 1.066)  -0.3213
C (-4.164, 1.263, 0.418)  -0.8378
C (-5.012, 0.488, 1.443)  -0.1612
C (-5.390, -0.930, 0.988)  -1.1130
C (-4.220, -1.690, 0.435)  0.3182
C (-3.030, -1.763, 1.211)  -0.4294
N (-1.958, -2.371, 0.814)  -0.2142
C (-2.016, -2.945, -0.422)  -0.1952
C (-0.874, -3.598, -0.963)  0.4729
S (0.705, -3.655, -0.118)  1.3245
C (1.870, -3.476, -1.459)  -1.3323
O (0.876, -4.925, 0.533)  -0.7755
O (0.916, -2.496, 0.707)  -0.3627
C (-0.936, -4.222, -2.193)  -0.8286
C (-2.127, -4.171, -2.935)  -0.5871
C (-3.233, -3.520, -2.445)  -0.7025
C (-3.204, -2.901, -1.174)  0.2086
N (-4.329, -2.256, -0.732)  -0.6017
H (3.379, -1.172, 2.010)  0.3277
H (3.201, -0.254, 3.512)  0.2376
H (2.075, -1.569, 3.107)  0.2286
H (3.122, 0.296, 0.486)  0.4884
H (2.482, 1.806, 1.104)  0.0978
H (0.207, 0.379, 0.322)  -0.1637
H (1.390, -0.174, -0.825)  -0.2865
H (0.181, 1.729, -1.741)  0.3665
H (1.857, 2.148, -1.564)  0.4875
H (0.220, 3.942, -0.860)  0.5349
H (1.350, 3.492, 0.400)  0.1364
H (-0.810, 3.740, 1.382)  0.5814
H (-0.338, 2.057, 1.495)  0.1611
H (-2.387, 3.372, -0.332)  0.4170
H (-1.715, 1.759, -0.693)  0.3208
H (-3.204, 2.532, 1.826)  0.3250
H (-2.366, 1.020, 1.596)  0.1553
H (-3.881, 0.645, -0.434)  0.3109
H (-4.736, 2.095, 0.015)  0.4753
H (-5.933, 1.021, 1.650)  0.5005
H (-4.442, 0.399, 2.363)  -0.2213
H (-6.222, -0.959, 0.295)  0.3050
H (-5.705, -1.477, 1.881)  0.3513
H (-2.996, -1.289, 2.181)  0.9308
H (1.657, -2.511, -1.907)  0.1776
H (1.796, -4.264, -2.194)  0.5993
H (2.835, -3.425, -0.970)  0.5358
H (-0.075, -4.717, -2.606)  0.2661
H (-2.171, -4.648, -3.902)  0.6881
H (-4.135, -3.468, -3.034)  0.5772
C (-0.656, 6.571, 4.413)  -1.5090
C (0.372, 5.481, 4.673)  -0.4360
N (1.560, 5.609, 3.853)  0.3590
C (2.414, 4.433, 3.882)  0.0173
C (3.080, 4.061, 5.212)  -1.3968
C (2.245, 6.886, 3.923)  -0.3831
C (2.746, 7.368, 5.292)  -1.0760
H (-0.918, 6.614, 3.355)  0.3130
H (-1.565, 6.362, 4.980)  0.4572
H (-0.301, 7.555, 4.722)  0.3240
H (-0.089, 4.517, 4.441)  0.4558
H (0.603, 5.463, 5.751)  0.2914
H (3.189, 4.543, 3.117)  0.0002
H (1.811, 3.585, 3.540)  0.1576
H (3.911, 4.723, 5.452)  0.2492
H (3.489, 3.050, 5.143)  0.4498
H (2.375, 4.071, 6.043)  0.3572
H (1.581, 7.654, 3.518)  0.4243
H (3.087, 6.857, 3.225)  0.0287
H (1.996, 7.237, 6.074)  0.2927
H (2.980, 8.433, 5.241)  0.4154
H (3.656, 6.857, 5.601)  0.2415
C (-0.018, -2.149, -5.382)  -1.0961
C (1.502, -2.221, -5.338)  -0.7048
N (1.997, -3.580, -5.213)  0.5777
C (3.420, -3.653, -4.930)  -0.6673
C (4.398, -3.138, -5.993)  -1.2293
C (1.479, -4.520, -6.189)  -0.4223
C (1.700, -4.213, -7.676)  -1.1925
H (-0.452, -2.665, -4.527)  0.0157
H (-0.340, -1.107, -5.354)  0.5072
H (-0.427, -2.590, -6.293)  0.2441
H (1.854, -1.661, -4.467)  0.5950
H (1.899, -1.698, -6.222)  0.2754
H (3.671, -4.690, -4.689)  0.4452
H (3.596, -3.091, -4.006)  0.2752
H (4.485, -3.824, -6.834)  0.2562
H (5.393, -3.042, -5.554)  0.4425
H (4.113, -2.157, -6.372)  0.2741
H (0.403, -4.612, -6.018)  -0.0561
H (1.876, -5.514, -5.968)  0.4678
H (1.501, -3.168, -7.919)  0.2271
H (1.019, -4.820, -8.275)  0.4176
H (2.711, -4.456, -7.998)  0.3532
C (-6.342, -0.419, 5.976)  -1.2483
C (-5.351, -1.540, 6.251)  -0.4777
N (-4.092, -1.373, 5.551)  0.5672
C (-3.253, -2.561, 5.575)  -0.5570
C (-2.712, -3.051, 6.924)  -1.2315
C (-3.409, -0.111, 5.776)  -0.7723
C (-3.038, 0.263, 7.217)  -1.3732
H (-6.507, -0.299, 4.904)  0.1638
H (-7.300, -0.652, 6.442)  0.4361
H (-6.007, 0.536, 6.384)  0.3106
H (-5.798, -2.479, 5.912)  0.4297
H (-5.219, -1.635, 7.340)  0.2855
H (-2.413, -2.398, 4.894)  0.2021
H (-3.831, -3.376, 5.128)  0.4710
H (-1.904, -2.422, 7.293)  0.2761
H (-2.305, -4.057, 6.806)  0.4279
H (-3.491, -3.102, 7.686)  0.2762
H (-4.034, 0.689, 5.369)  0.4365
H (-2.506, -0.097, 5.159)  0.4082
H (-3.858, 0.080, 7.914)  0.2671
H (-2.799, 1.327, 7.269)  0.4138
H (-2.161, -0.278, 7.570)  0.2998
C (9.754, 6.332, 1.655)  -1.4302
C (8.530, 5.618, 1.100)  -0.3406
N (7.531, 5.327, 2.110)  0.1552
C (6.499, 4.409, 1.658)  -0.7147
C (5.565, 4.860, 0.528)  -0.9328
C (7.069, 6.464, 2.884)  -0.5961
C (6.449, 7.648, 2.130)  -0.9698
H (10.190, 5.769, 2.481)  0.3334
H (10.509, 6.428, 0.874)  0.4401
H (9.520, 7.337, 2.006)  0.2878
H (8.858, 4.667, 0.672)  0.4463
H (8.126, 6.211, 0.264)  0.2685
H (5.895, 4.120, 2.523)  0.3178
H (7.001, 3.490, 1.338)  0.3843
H (4.828, 5.586, 0.871)  0.0989
H (5.010, 3.998, 0.150)  0.3243
H (6.112, 5.290, -0.311)  0.4240
H (7.909, 6.840, 3.472)  0.3618
H (6.355, 6.098, 3.628)  0.2467
H (7.030, 7.940, 1.254)  0.3081
H (6.404, 8.517, 2.790)  0.3672
H (5.428, 7.438, 1.812)  0.2027
C (-2.391, -5.143, -7.962)  -1.2506
C (-3.282, -6.282, -7.494)  -0.5783
N (-3.931, -6.005, -6.225)  0.4660
C (-4.554, -7.174, -5.628)  -0.6704
C (-5.730, -7.827, -6.365)  -1.0690
C (-4.704, -4.775, -6.168)  -0.7262
C (-5.848, -4.594, -7.174)  -1.3617
H (-1.661, -4.885, -7.193)  0.1938
H (-1.847, -5.443, -8.859)  0.5295
H (-2.961, -4.248, -8.215)  0.3000
H (-2.659, -7.170, -7.363)  0.4919
H (-3.999, -6.523, -8.294)  0.3023
H (-4.870, -6.916, -4.614)  0.2801
H (-3.771, -7.929, -5.501)  0.4617
H (-6.643, -7.241, -6.277)  0.2421
H (-5.934, -8.806, -5.928)  0.4101
H (-5.517, -7.980, -7.423)  0.2683
H (-4.012, -3.937, -6.288)  0.4138
H (-5.097, -4.667, -5.154)  0.4001
H (-5.556, -4.879, -8.185)  0.2696
H (-6.144, -3.543, -7.205)  0.4091
H (-6.733, -5.165, -6.899)  0.3016